Formula: CH3Br2OP
Source: the Open Molecules 2025 dataset
Level of theory: ωB97M-V/def2-TZVPD

Cartesian coordinates (Å):
O (-1.441, 0.309, 1.112)
C (-0.211, -0.158, 0.599)
P (0.169, -0.927, -1.256)
Br (2.335, -0.840, -1.102)
Br (-0.159, 0.912, -2.599)
H (-1.483, 1.275, 1.317)
H (0.086, -1.145, 1.176)
H (0.705, 0.575, 0.753)

Summary:
Multiplicity ... 1
E_LUMO ... 0.0048 Eh
Maximum force ... 3.1 eV/Å
Kohn-Sham gap ... 9.4 eV

So, what does the natural (NBO) scheme give us? The charges, in e, come out as: -0.721, -0.309, 0.604, -0.189, -0.256, 0.494, 0.186, 0.191